Below is C16H22AgBrGeSi as an isolated structure, with properties calculated with ωB97M-V/def2-TZVPD.

total charge = -2
largest force on an atom = 0.01208 hartree/bohr
calculated total energy = -5710.29211 Ha
energy above the lowest of the compared OMol25 structures with the same formula, charge and spin = 5.8 kJ/mol

CARTESIAN COORDINATES (ANGSTROEM)
1 C -5.150 -1.627 -2.915
2 C -0.739 2.589 2.987
3 C 1.687 0.831 1.532
4 Ag 0.091 -0.059 0.164
5 C -3.040 2.662 0.076
6 H -1.041 -0.664 3.105
7 H -4.849 4.750 2.035
8 H -2.320 2.699 -0.732
9 C -4.771 -0.924 -4.047
10 C -4.285 1.432 1.674
11 C -3.561 3.844 0.568
12 C -3.382 1.423 0.614
13 C 1.677 1.943 4.828
14 C -3.511 -0.438 -1.581
15 Ge 0.714 1.225 3.154
16 H 2.454 1.279 5.203
17 H -5.240 -1.132 -5.002
18 H -5.932 -2.377 -2.978
19 H -1.541 2.238 2.345
20 H -5.504 2.572 3.017
21 H -3.455 0.576 -4.825
22 C -3.154 0.259 -2.730
23 H -1.165 2.781 3.970
24 H 0.293 -1.189 4.118
25 C -4.452 3.824 1.630
26 H -3.261 4.794 0.139
27 H 2.137 1.767 1.171
28 H -4.831 -1.942 -0.828
29 H -4.565 0.485 2.121
30 C -0.327 -0.334 3.857
31 Si -2.490 -0.193 0.041
32 H -2.350 0.982 -2.673
33 C -3.769 0.028 -3.944
34 H 0.960 2.101 5.631
35 H 2.530 0.176 1.793
36 H -3.351 -1.128 0.896
37 C -4.813 2.605 2.179
38 Br 0.975 -1.271 -2.233
39 H -0.888 -0.048 4.743
40 C -4.528 -1.381 -1.704
41 H 2.143 2.904 4.611
42 H -0.398 3.543 2.591

Below is an isolated ion of composition C2H6NO and charge -1 in a non-equilibrium geometry, with properties calculated with ωB97M-V/def2-TZVPD.

total charge = -1
largest force on an atom = 0.08888 hartree/bohr
calculated total energy = -209.68501 Ha
energy above the lowest of the compared OMol25 structures with the same formula, charge and spin = 242.9 kJ/mol

CARTESIAN COORDINATES (ANGSTROEM)
1 O 1.853 0.010 0.257
2 H -1.203 -0.919 0.075
3 N 0.678 0.052 -0.493
4 H -0.052 -2.046 -0.665
5 C -0.209 1.177 -0.047
6 H 0.470 1.989 0.044
7 C -0.114 -1.069 0.017
8 H -0.747 1.002 0.884
9 H 0.213 -1.458 0.948
10 H -0.889 1.262 -1.020

Below is C41H44AsF4N6O7P2S6Ti as an isolated structure in a non-equilibrium geometry, with properties calculated with ωB97M-V/def2-TZVPD.

spin multiplicity = 2
total charge = -2
largest force on an atom = 0.02134 hartree/bohr
calculated total energy = -9000.89670 Ha
energy above the lowest of the compared OMol25 structures with the same formula, charge and spin = 66.9 kJ/mol

CARTESIAN COORDINATES (ANGSTROEM)
1 O -1.727 1.690 -3.114
2 H -5.075 1.486 -2.836
3 H -2.642 -0.999 3.181
4 C -3.980 -5.430 -2.182
5 C 2.737 3.985 1.858
6 C 1.022 -0.006 4.883
7 H -0.416 4.969 -1.848
8 C 5.003 -2.842 3.650
9 C -3.062 -5.423 -3.243
10 C -1.667 3.807 2.491
11 S 0.380 -0.736 -5.119
12 C 5.200 -2.141 0.982
13 C -1.782 -0.510 3.636
14 F -1.183 -2.492 -2.143
15 H -1.955 5.905 2.242
16 S 2.243 -1.647 -1.981
17 C 0.767 -0.680 3.693
18 H 4.913 -3.102 4.700
19 H 5.249 -1.852 -0.060
20 C -2.120 -3.470 -2.095
21 H -0.947 3.007 -5.003
22 C -3.003 -0.407 -3.117
23 N -1.671 -6.223 -6.468
24 C -0.632 4.744 -2.895
25 P -0.623 1.597 -2.024
26 C 2.930 4.213 -0.668
27 O 0.867 3.589 0.372
28 C 0.363 3.734 -3.436
29 H 2.448 1.090 6.055
30 H 0.726 2.473 -5.148
31 H -0.282 5.384 1.959
32 H -0.562 5.671 -3.468
33 C -3.098 3.362 2.257
34 H -1.499 3.913 3.563
35 O 0.701 1.116 0.934
36 H 2.527 -3.999 4.032
37 N -4.997 -2.081 1.688
38 H 2.563 2.404 0.415
39 C 0.089 3.311 -4.866
40 C 5.965 -1.931 3.246
41 C -2.117 -4.389 -3.122
42 H 6.630 -1.487 3.979
43 H 3.818 3.894 1.976
44 C 3.024 -0.150 2.949
45 C -4.136 -2.324 0.954
46 O 1.481 -1.271 1.545
47 P -0.052 2.365 0.778
48 C -3.070 -2.496 0.036
49 C 3.256 0.492 4.153
50 H -2.224 -0.862 -3.728
51 As 2.047 -0.247 -3.975
52 C -3.969 -4.516 -1.150
53 H 2.692 3.701 -1.599
54 H -3.788 4.103 2.667
55 N 0.362 -3.364 2.887
56 H -4.006 2.887 -2.654
57 C 3.130 -4.436 3.235
58 S 2.015 -5.176 2.024
59 C 1.768 -0.710 2.707
60 H -1.654 4.370 -2.987
61 H -3.312 3.257 1.192
62 H -1.525 5.088 0.739
63 H 3.663 -5.285 3.672
64 H 6.809 -0.856 1.583
65 H -3.285 2.404 2.742
66 C 2.329 3.464 0.498
67 O -0.770 2.731 2.134
68 H 2.463 5.038 1.969
69 C -2.058 -1.608 0.263
70 N -4.670 -8.394 -4.466
71 H 3.784 -0.234 2.182
72 C 4.240 -3.061 1.389
73 H 2.554 5.239 -0.702
74 F -4.953 -6.359 -2.149
75 H -1.785 3.252 -0.663
76 O 0.470 2.589 -2.550
77 N -0.695 -2.493 2.922
78 H -1.970 -0.414 4.711
79 H -3.981 1.562 -1.462
80 O 0.001 0.298 -1.680
81 S 3.996 -0.308 -4.715
82 C -0.540 -1.321 3.397
83 C -3.039 1.077 -3.348
84 N -1.275 -0.747 0.455
85 C -3.051 -3.474 -1.059
86 H -3.970 -0.840 -3.383
87 F -1.153 -4.258 -4.047
88 C 6.068 -1.578 1.906
89 C 0.814 -3.836 1.798
90 H -1.661 0.496 3.227
91 S 2.914 -0.133 -0.799
92 C -3.099 -6.364 -4.336
93 C -3.980 -7.466 -4.373
94 C -4.081 1.805 -2.521
95 H -2.812 -0.638 -2.069
96 H 0.300 4.154 -5.528
97 C -2.288 -6.250 -5.487
98 H 2.263 3.402 2.651
99 C 2.258 0.581 5.118
100 C -1.328 5.121 1.812
101 F -4.910 -4.654 -0.197
102 H 0.245 0.047 5.638
103 H 4.016 4.243 -0.565
104 S 0.532 -3.468 0.101
105 H 4.232 0.926 4.345
106 H 1.365 4.159 -3.385
107 H 3.550 -3.481 0.667
108 H -2.038 1.551 -0.145
109 Ti 0.747 -0.969 -0.101
110 C 4.135 -3.424 2.726
111 H -3.190 1.282 -4.408
112 C -1.308 2.285 -0.500

Below is C9H13NO2S as an isolated structure in a non-equilibrium geometry, with properties calculated with ωB97M-V/def2-TZVPD.

largest force on an atom = 0.07470 hartree/bohr
calculated total energy = -953.95782 Ha
energy above the lowest of the compared OMol25 structures with the same formula, charge and spin = 596.9 kJ/mol

CARTESIAN COORDINATES (ANGSTROEM)
1 O -1.762 3.903 1.042
2 C 0.967 -2.579 1.129
3 N 0.435 2.550 1.163
4 H -1.832 -0.015 0.006
5 C 1.403 2.723 -1.368
6 O -0.925 2.209 -0.746
7 C 0.718 0.477 -0.514
8 S -1.058 2.676 0.825
9 C -2.127 1.394 1.510
10 H 2.413 2.566 -0.999
11 H -0.025 -2.334 1.502
12 H 1.701 -2.076 1.754
13 C -2.310 0.224 0.941
14 C 0.454 1.866 -0.596
15 C 1.110 -2.142 -0.331
16 H 2.129 -2.357 -0.673
17 C 0.118 -2.888 -1.227
18 H 0.188 -2.538 -2.254
19 H -2.942 -0.534 1.377
20 H 1.352 2.456 -2.424
21 C 0.895 -0.711 -0.431
22 H 1.114 -3.655 1.208
23 H -2.573 1.710 2.437
24 H 0.331 -3.955 -1.208
25 H -0.901 -2.734 -0.875
26 H 1.128 3.767 -1.246